A molecular structure, C27H45BrN2O2P2Pd in a non-equilibrium geometry, computed with ωB97M-V/def2-TZVPD.

Results
Frontier orbital gap (alpha / beta) ... 7.1 / 5.0 eV
HOMO (alpha / beta) ... -13.34 / -13.57 eV
Net charge ... +2
Multiplicity ... 3
Expectation value of S² ... 2.013
E_tot ... -127890.1727 eV
Largest force on an atom ... 1.79 eV Å⁻¹
ΔE to the lowest compared entry with this formula, charge and spin ... 0.0 kcal/mol

The geometry in XYZ format:
```
80
Properties=species:S:1:pos:R:3:lowdin_charge:R:1
C -2.5244 -1.2354 1.1145 -0.375
H -1.5140 1.8830 5.4457 0.175
H -2.9872 -0.3478 1.5731 0.080
C 1.2944 -2.8063 0.2864 -0.246
H -1.6770 -1.5147 1.7578 0.054
H -1.0318 -4.5082 2.1213 0.118
O -0.5981 0.9572 2.3336 -0.118
H -0.9597 0.8857 4.1469 0.148
P -1.7807 -0.6374 -0.4418 0.934
H -2.6436 0.8054 -2.1343 0.079
H -0.7462 3.3928 3.8973 0.144
H -0.8868 -1.8710 -2.2688 0.067
N -1.6499 1.5989 4.4735 0.176
H 2.1342 -3.4869 -1.5874 0.128
H -4.3775 -2.1471 0.3706 0.066
O -1.3161 2.7775 1.1637 0.005
C 2.7692 1.9997 -1.5859 -0.374
C -0.3914 -4.2408 1.2852 -0.115
H 2.9057 2.9254 0.3904 0.069
H 0.4669 -2.5259 2.2677 0.113
C -1.5336 2.7394 3.5298 -0.048
C 2.0361 -0.6182 1.3351 -0.119
C 0.3075 3.3800 -1.6450 -0.368
C -1.1032 2.1259 2.2006 -0.639
C 3.2013 0.2303 1.6082 -0.224
C -4.4286 0.3105 -0.9851 -0.110
C -1.1947 3.5592 -1.8102 -0.135
H -0.3881 0.8464 -3.3780 0.073
H -3.0753 -3.3268 0.7225 0.058
C 0.7029 0.9315 -3.2515 -0.371
H 2.3525 1.2161 3.3588 0.107
C -3.5331 -2.3774 1.0337 -0.114
H 1.0803 1.6704 -3.9747 0.103
H -1.6756 3.5075 -0.8257 0.044
C 0.5678 -4.8063 -0.8881 -0.098
H -4.9735 1.1174 -1.4907 0.094
H -2.4730 3.2844 3.4471 0.145
H 0.6550 -5.5098 -1.7117 0.120
H -1.6485 2.8204 -2.4804 0.055
H -3.2953 -1.6517 -2.9969 0.080
C 3.2009 3.1252 -0.6477 -0.133
C 0.4581 -3.1343 1.3659 -0.040
C 1.3990 -0.4173 -3.4417 -0.143
H 6.3883 0.8833 0.5571 0.125
H 2.4912 -0.3067 -3.4612 0.081
H 2.7047 -1.3893 -0.5728 0.101
C 3.2236 1.1042 2.7168 -0.009
H 1.1394 -1.1357 -2.6498 0.025
C -2.9335 0.6175 -1.0876 -0.367
N 5.4890 1.7311 2.2377 0.086
H -2.7506 -3.3371 -2.9352 0.092
H -3.8042 -2.7245 -1.6563 0.065
H 2.7854 4.0934 -0.9514 0.073
C -1.7019 -2.0851 -1.5583 -0.354
C 5.4846 0.9289 1.1750 -0.109
C -2.9730 -2.4544 -2.3211 -0.112
H 0.8430 3.9011 -2.4572 0.110
H 4.2935 3.2109 -0.6686 0.087
Pd 0.3854 0.0499 -0.0991 0.641
H 3.0506 2.2375 -2.6243 0.104
P 0.9642 1.6776 -1.5902 0.898
H -1.3532 -2.9274 -0.9372 0.056
H 4.4670 -0.5755 0.0093 0.111
H -4.7054 -0.6306 -1.4770 0.062
H -2.5922 1.2045 4.4040 0.175
C -0.3895 -5.0024 0.1129 -0.666
H -3.9473 -2.5325 2.0391 0.092
H 1.0927 -0.8512 -4.4017 0.091
H -1.3850 4.5588 -2.2216 0.092
H 4.4731 2.4125 3.9175 0.120
C 1.9902 -1.5164 0.2407 -0.141
C 1.4012 -3.6948 -0.8058 -0.019
H 1.3168 -0.7070 2.1499 0.093
H 3.2699 1.0587 -1.3108 0.054
C 4.4074 1.7931 3.0186 -0.108
Br -1.7815 -6.2968 -0.1513 0.780
H -2.6899 1.5313 -0.5199 0.060
H -4.7728 0.2782 0.0568 0.079
C 4.3760 0.1328 0.8325 -0.022
H 0.6181 3.8356 -0.6931 0.083
```